Density functional theory data (ωB97M-V/def2-TZVPD) for a structure of composition C22H38CrO10 at a distorted geometry.

Output
- Kohn-Sham gap (spin up / spin down) (eV) = 6.403 / 6.824
- maximum force (Eh/bohr) = 0.0890
- highest occupied orbital energy (spin up / spin down) (eV) = -5.98 / -6.41
- 2S+1 = 5

The geometry in XYZ format:
```
71
Properties=species:S:1:pos:R:3:forces:R:3
Cr -0.419932 0.062906 0.153171 -1.43 0.96 0.91
C -4.217234 -0.353344 1.023303 -0.59 -0.29 1.42
C -3.804091 -0.992291 -0.275798 2.18 0.78 0.17
C -4.739252 -0.677402 -1.407208 -0.84 0.57 -1.32
O -2.409821 -0.603488 -0.425187 -1.09 -0.56 -0.72
H -5.146205 -0.647721 1.511601 -0.61 -0.64 -0.50
H -4.321620 0.731051 1.059255 0.80 0.13 -0.41
H -3.472287 -0.744173 1.716422 0.28 0.68 0.26
H -3.925385 -2.070087 -0.167492 0.42 -0.51 0.35
H -5.775282 -0.685573 -1.068563 -0.13 0.39 0.43
H -4.837230 -1.377145 -2.237184 0.83 -0.58 0.03
H -4.548430 0.263960 -1.922515 0.09 0.39 0.40
C -1.848889 2.749491 3.044612 -1.20 -0.58 0.82
C -1.014970 3.110859 1.865222 0.96 0.84 -1.20
C -0.068460 4.313359 2.053032 1.43 -0.50 0.06
O -0.370062 2.029651 1.312966 0.76 -1.29 -0.31
H -2.375817 1.885576 2.639519 -0.55 -0.09 0.44
H -2.552595 3.512573 3.377193 -0.32 0.28 -0.52
H -1.440956 2.451658 4.010517 1.08 -0.22 -0.21
H -1.712967 3.523417 1.136735 -0.75 0.01 -0.37
H -0.479866 5.321541 2.003855 -0.39 -0.11 0.35
H 0.699737 4.278894 1.280507 -0.30 -0.06 -0.68
H 0.596580 4.186366 2.907260 -0.34 0.16 0.73
O 0.597651 -1.536158 -1.096147 0.34 -1.26 -1.31
C 1.381582 -2.389993 -1.466546 -1.63 0.28 2.20
O 1.053682 -3.427408 -2.247578 0.01 -0.11 -0.99
C 2.247369 -4.265977 -2.488661 -0.93 0.36 0.22
C 3.038650 -4.009001 -1.240337 0.77 -0.81 1.22
C 2.738916 -2.582644 -0.931351 1.09 1.19 -0.67
H 2.701340 -3.915178 -3.415462 0.17 -0.02 0.06
H 1.912102 -5.297226 -2.599196 -0.07 0.19 -0.05
H 4.101595 -4.250144 -1.250555 -0.02 0.06 -0.44
H 2.637547 -4.579254 -0.402468 -0.20 -0.42 -0.16
H 3.319709 -1.946798 -1.599547 0.53 0.34 0.13
H 2.870913 -2.205586 0.082805 -0.20 -0.17 -0.17
O -0.313990 -1.154629 1.956940 -0.21 -2.60 3.32
C -0.538076 -1.785729 3.025774 -0.05 1.44 -2.39
O 0.047972 -2.953428 3.368500 0.64 1.40 -2.34
C -0.381140 -3.509304 4.595384 -0.65 0.39 -0.87
C -1.492905 -2.533592 5.095373 1.73 -0.16 0.87
C -1.504171 -1.346177 4.131528 0.46 -1.22 -1.50
H 0.546733 -3.647634 5.150371 -0.44 0.07 0.58
H -0.816678 -4.467868 4.313330 0.16 -0.17 0.39
H -1.106854 -2.166359 6.046260 -0.89 -0.26 0.43
H -2.386655 -3.156399 5.133189 -0.24 0.80 0.36
H -1.061362 -0.395647 4.429065 -0.55 0.04 0.55
H -2.481673 -1.241070 3.660850 0.11 0.55 0.07
O 2.115854 0.267988 0.433580 3.07 2.19 -1.49
C 3.004763 1.022948 0.012760 -2.03 -4.10 -0.14
O 3.717037 0.703672 -1.221663 -3.06 -1.43 1.84
C 4.710413 1.612693 -1.386300 1.74 2.36 0.54
C 4.187985 2.854557 -0.668289 0.87 1.45 0.72
C 3.491976 2.296749 0.558025 -1.01 0.21 -0.64
H 4.947205 1.881450 -2.415764 -0.26 -0.55 -0.17
H 5.614095 1.254471 -0.893227 0.36 -0.05 -0.09
H 3.568557 3.440722 -1.347124 -0.39 -0.19 0.22
H 4.929559 3.544827 -0.266189 0.48 -0.03 -0.62
H 2.558907 2.764281 0.872518 0.06 0.47 0.08
H 4.136719 2.219536 1.433495 0.04 -0.35 -0.14
O -0.011061 0.965039 -1.657854 -0.41 1.07 -2.10
C -0.257781 1.168779 -2.847762 0.26 -1.13 2.15
O 0.164568 2.239976 -3.462382 2.20 2.09 0.83
C -0.224344 2.261867 -4.800278 -0.93 1.15 -1.95
C -0.423417 0.829041 -5.178808 -0.93 0.46 0.78
C -0.963387 0.346299 -3.849546 -0.98 -1.85 0.27
H 0.371295 2.691739 -5.605590 1.51 0.38 1.04
H -1.056702 2.962909 -4.862116 -0.87 -0.60 0.12
H 0.581412 0.450296 -5.365820 -0.33 -0.47 -0.55
H -1.166182 0.837520 -5.976511 0.48 -0.79 -0.27
H -0.900628 -0.707990 -3.580028 0.14 0.00 -0.16
H -2.024068 0.583760 -3.767873 -0.19 0.09 0.10
```
Positions in Å, forces in eV/Å.

Density functional theory data (ωB97M-V/def2-TZVPD) for a cluster of 2 separate species, C10H19N2Si in total at a distorted geometry.

Output
- Kohn-Sham gap (eV) = 6.870
- maximum force (Eh/bohr) = 0.0852
- ΔE to the lowest compared entry with this formula, charge and spin (kJ/mol) = 231.8
- total charge = +1
- highest occupied orbital energy (eV) = -11.90
- 2S+1 = 1

The geometry in XYZ format:
```
32
Properties=species:S:1:pos:R:3:forces:R:3
C -0.707567 3.736605 -3.545542 -0.29 -3.20 0.85
C 0.517230 3.120091 -3.627796 -1.94 -1.37 1.44
C -1.727185 2.929645 -3.001635 0.04 0.77 0.52
C 0.625071 1.837909 -3.032759 0.96 0.81 0.39
C 0.657005 0.582604 1.026088 0.78 -1.60 -1.54
C -1.435129 -0.189679 2.206434 2.44 0.38 2.62
C 0.881008 -0.508227 3.220749 0.10 -2.62 0.00
C 1.130466 -3.769271 1.596899 -2.21 -1.61 -3.42
C -0.382987 -2.370016 -0.870805 -1.22 2.09 0.75
C 0.110813 -0.531772 1.906131 -1.54 0.07 0.56
N -1.544464 1.829105 -2.277319 -0.37 1.17 -0.82
N -0.342738 1.360136 -2.267941 1.55 -2.13 -0.04
Si 0.232601 -2.240899 0.918571 0.14 0.23 -0.36
H -0.813962 4.714087 -3.872224 -0.64 1.58 -0.63
H 1.239622 3.752810 -3.975203 2.55 0.64 -1.11
H -2.741517 3.198689 -2.985198 -1.18 0.79 -0.24
H 1.553270 1.225854 -2.974370 -0.67 0.82 -0.31
H 1.763723 0.380767 0.933796 -1.03 0.35 -0.80
H 0.040666 0.657086 0.101861 1.11 -0.18 0.06
H 0.614500 1.552414 1.434356 -0.38 1.08 1.21
H -1.376254 0.438262 3.188645 -0.33 -0.94 -1.83
H -2.076337 -1.016682 2.431486 -0.41 -0.58 -0.03
H -1.784305 0.409523 1.425087 -0.92 0.76 -1.15
H 0.545639 -1.294752 3.924599 0.26 0.13 -0.37
H 1.934532 -0.620958 3.036400 0.64 -0.41 -0.04
H 0.830943 0.369844 3.791701 -0.65 1.70 0.29
H 1.420229 -3.604184 2.543248 1.70 0.83 3.30
H 0.533040 -4.747686 1.711086 0.24 1.57 -0.57
H 1.935688 -4.083931 0.891630 -0.28 0.55 0.56
H -1.457334 -2.680356 -0.939722 0.66 0.36 0.36
H -0.298298 -1.392556 -1.430861 -0.26 -0.57 0.89
H 0.122029 -3.044463 -1.487392 1.15 -1.48 -0.54
```
Positions in Å, forces in eV/Å.

Density functional theory data (ωB97M-V/def2-TZVPD) for the molecule C11H22N2O3 at a distorted geometry.

Output
- Kohn-Sham gap (eV) = 9.600
- maximum force (Eh/bohr) = 0.0862
- ΔE to the lowest compared entry with this formula, charge and spin (kJ/mol) = 326.0
- SMILES string = CC[C@H](C)[C@H](N)C(=O)N[C@H](C(=O)O)C(C)C
- highest occupied orbital energy (eV) = -9.03
- 2S+1 = 1

The geometry in XYZ format:
```
38
Properties=species:S:1:pos:R:3:forces:R:3
C 3.256879 -0.027808 0.336881 -1.18 0.33 -1.37
C 2.191916 0.871075 1.018695 1.55 1.14 -1.16
C 1.919080 2.127230 0.150270 -0.96 0.61 -3.16
C 1.234280 3.347079 0.728265 0.02 0.95 0.85
C 1.095818 1.751199 -1.165792 -2.05 -2.49 -0.86
N 0.894755 2.863663 -2.180986 -3.67 0.95 0.41
C -0.340384 1.131861 -0.778839 2.32 -0.09 0.11
O -1.212793 1.892850 -0.432344 -0.72 -1.01 -0.03
N -0.419491 -0.299954 -0.838080 -0.55 0.10 1.88
C -1.479642 -0.950326 0.054774 1.45 -1.20 -1.16
C -1.180808 -1.036477 1.562840 1.67 0.83 -1.33
O -0.142963 -1.533219 1.937550 -1.05 0.29 0.81
O -2.102120 -0.366128 2.267624 -0.44 -0.62 2.02
C -1.919609 -2.333332 -0.526213 0.63 0.54 -0.61
C -3.454697 -2.545655 -0.588602 0.61 -0.22 -0.53
C -1.087555 -3.468827 0.071683 1.34 1.09 0.04
H 4.044127 0.684668 0.048219 0.11 -0.75 -0.18
H 3.620576 -0.786825 0.999565 0.33 -0.29 0.46
H 2.852498 -0.595075 -0.580252 0.66 1.03 1.18
H 2.665297 1.223642 1.931163 -0.31 -0.04 0.40
H 1.311194 0.316693 1.211917 -0.94 -0.35 0.49
H 2.800557 2.552584 -0.357327 0.47 -0.61 0.61
H 1.020777 4.222044 0.070664 0.88 -0.87 -0.12
H 1.783526 3.740672 1.587863 0.03 -0.04 0.01
H 0.249796 3.126653 1.047417 -1.05 -0.55 0.76
H 1.499383 0.781942 -1.632449 0.44 1.98 0.04
H -0.066363 3.506733 -1.854601 3.65 -2.44 -0.63
H 0.460431 2.493391 -3.093780 1.20 0.15 1.83
H 0.417349 -0.886798 -1.032245 -0.78 1.15 0.40
H -2.264785 -0.337097 -0.136184 -2.50 2.01 0.04
H -2.074428 -0.483337 3.278357 0.54 0.03 -2.16
H -1.653102 -2.173548 -1.605772 0.14 -0.65 0.86
H -4.020198 -2.032196 0.206333 0.17 -1.13 0.33
H -3.750956 -1.941324 -1.438784 -0.32 -0.16 -0.46
H -3.648624 -3.646953 -0.854983 -0.20 1.72 0.91
H -1.270628 -3.664742 1.151097 0.04 0.14 -0.80
H -1.240616 -4.346938 -0.507790 -0.19 -0.96 -0.31
H 0.011521 -3.177422 -0.056154 -1.36 -0.57 0.41
```
Positions in Å, forces in eV/Å.